1.
The following is a DFT calculation (ωB97M-V/def2-TZVPD) of C49H33Cl5N4RuS2Sb as an isolated structure.

Last column: Mulliken spin population.
Positions of all 95 atoms, in Å:
Ru  0.16  0.18  0.34  3.436
S  0.85  -3.68  -5.88  0.000
C  -0.69  -4.00  -6.52  -0.001
C  -1.68  -3.39  -5.81  0.001
C  -1.18  -2.64  -4.72  0.000
C  0.19  -2.68  -4.62  0.003
C  1.05  -2.05  -3.63  -0.009
C  0.48  -1.47  -2.48  -0.021
N  1.16  -0.86  -1.53  0.063
C  2.51  -0.81  -1.63  0.016
C  3.19  -1.39  -2.72  -0.006
C  4.62  -1.37  -2.75  0.001
C  5.32  -0.78  -1.76  0.000
C  4.67  -0.16  -0.65  0.003
C  5.36  0.47  0.39  -0.003
C  4.67  1.04  1.45  0.001
C  3.27  0.89  1.44  -0.034
N  2.59  0.34  0.46  0.097
C  3.26  -0.18  -0.59  0.004
C  5.33  1.76  2.53  0.001
C  4.75  2.54  3.50  0.000
C  5.69  3.13  4.37  0.000
C  6.97  2.80  4.05  0.000
S  7.05  1.76  2.70  0.000
C  2.42  -1.99  -3.73  0.005
H  -0.79  -4.63  -7.39  0.000
H  -2.73  -3.48  -6.06  0.000
H  -1.83  -2.07  -4.07  0.000
H  -0.59  -1.54  -2.35  0.013
H  5.13  -1.84  -3.58  0.000
H  6.41  -0.77  -1.78  0.000
H  6.44  0.50  0.35  0.000
H  2.70  1.23  2.29  0.005
H  3.68  2.70  3.57  0.001
H  5.42  3.78  5.19  0.000
H  7.88  3.10  4.55  0.000
H  2.92  -2.41  -4.60  0.000
Cl  0.55  2.48  1.48  0.077
C  -0.90  3.16  2.16  -0.041
C  -2.15  2.75  1.73  0.471
C  -3.25  3.24  2.44  -0.024
Cl  -4.84  2.65  2.08  0.029
C  -3.12  4.16  3.48  0.008
Cl  -4.49  4.74  4.31  0.005
C  -1.84  4.59  3.85  -0.007
Cl  -1.65  5.73  5.11  -0.002
C  -0.73  4.07  3.20  -0.005
Cl  0.85  4.54  3.70  0.009
C  -6.52  -0.67  -3.13  0.004
C  -6.09  0.61  -3.41  0.011
C  -5.13  1.22  -2.61  -0.012
C  -4.60  0.51  -1.54  0.212
C  -5.05  -0.76  -1.22  -0.001
C  -6.01  -1.36  -2.03  0.007
Sb  -3.09  1.55  -0.31  0.283
C  -2.36  -0.26  0.65  0.092
C  -2.02  -1.34  -0.17  -0.044
C  -1.83  -2.62  0.35  -0.011
C  -2.04  -2.84  1.71  0.020
C  -2.41  -1.78  2.53  0.013
C  -2.54  -0.50  2.02  0.081
C  -1.56  1.58  -1.85  0.082
C  -1.69  0.89  -3.05  0.015
C  -0.71  1.01  -4.03  0.011
C  0.41  1.81  -3.82  0.015
C  0.53  2.52  -2.64  -0.014
C  -0.47  2.43  -1.67  -0.023
H  -7.28  -1.14  -3.74  0.001
H  -6.51  1.16  -4.25  0.001
H  -4.78  2.22  -2.84  -0.001
H  -4.67  -1.28  -0.35  0.008
H  -6.36  -2.36  -1.81  0.001
H  -2.06  -1.20  -1.25  0.030
H  -1.60  -3.45  -0.31  0.001
H  -1.93  -3.84  2.11  0.000
H  -2.60  -1.97  3.58  -0.001
H  -2.85  0.31  2.67  -0.004
H  -2.56  0.27  -3.24  -0.002
H  -0.82  0.48  -4.97  0.000
H  1.16  1.90  -4.59  0.000
H  1.37  3.19  -2.49  0.000
H  -0.48  3.14  -0.85  0.018
N  0.76  -3.01  5.88  0.004
C  0.78  -2.23  4.79  0.001
C  0.34  -0.89  4.83  0.002
C  0.30  -0.15  3.68  0.019
N  0.69  -0.62  2.48  0.063
C  1.17  -1.88  2.44  0.024
C  1.24  -2.70  3.54  -0.005
H  0.48  -2.64  6.77  0.000
H  1.08  -3.96  5.84  0.000
H  0.04  -0.44  5.77  0.001
H  -0.04  0.88  3.71  -0.001
H  1.55  -2.21  1.49  0.004
H  1.64  -3.70  3.45  0.000

The spin multiplicity is 6. For the molar mass, the calculation gives 1142.06 g mol⁻¹. For the HOMO energy (alpha / beta), the calculation gives -12.28 / -12.34 eV. For the max |F|, the calculation gives 0.020 Eh/bohr. The HOMO-LUMO gap (alpha / beta) is 7.005 / 5.804 eV. The value obtained for the electronic energy is -150695.963 eV. For the LUMO energy (alpha / beta), the calculation gives -5.272 / -6.539 eV. As for the expectation value of S²: 8.77. The total charge is +2. The energy relative to the best compared isomer or geometry (same formula, charge and spin) comes out at 16.7 kcal/mol.



2.
The following is a DFT calculation (ωB97M-V/def2-TZVPD) of C49H37ClF4N5O7PbS2Sb as an isolated structure.

Last column: Mulliken charge in e.
Positions of all 107 atoms, in Å:
Pb  0.61  -1.57  0.74  2.442
O  -4.51  -1.44  1.35  -0.636
C  -3.32  -1.70  1.32  -0.614
N  -2.63  -1.92  0.17  0.428
C  -2.16  -1.57  -0.92  -0.445
O  -4.68  -0.71  -1.91  -0.344
C  -1.53  -2.60  -1.80  0.436
C  -1.98  -2.94  -3.06  -0.169
C  -1.23  -3.86  -3.78  -0.568
C  -0.06  -4.37  -3.24  -0.827
C  0.31  -3.97  -1.96  -0.502
N  -0.43  -3.12  -1.25  0.105
C  -2.52  -2.05  2.56  0.732
C  -3.11  -1.87  3.80  -0.405
C  -2.44  -2.32  4.92  -0.594
C  -1.24  -2.98  4.75  -0.594
C  -0.72  -3.11  3.47  -0.436
N  -1.32  -2.62  2.40  -0.164
H  -2.89  -2.51  -3.45  0.444
H  -1.55  -4.15  -4.78  0.482
H  0.56  -5.06  -3.79  0.472
H  1.22  -4.31  -1.48  0.554
H  -4.08  -1.39  3.86  0.571
H  -2.85  -2.17  5.91  0.448
H  -0.69  -3.39  5.60  0.463
H  0.23  -3.60  3.30  0.471
O  3.72  -2.20  4.10  -0.719
C  3.58  -1.16  4.94  0.247
C  4.57  -0.96  5.89  -0.636
C  4.49  0.08  6.79  -0.364
C  3.41  0.95  6.76  -0.798
C  2.42  0.78  5.81  -0.550
C  2.49  -0.27  4.88  0.372
C  1.46  -0.38  3.80  0.723
O  1.58  -1.38  2.97  -0.847
N  0.52  0.53  3.82  -0.759
N  -0.39  0.53  2.80  0.529
C  -1.47  1.13  3.13  -0.420
S  -2.82  1.35  2.04  0.286
C  -3.60  2.66  3.03  -0.776
C  -3.43  2.25  4.48  -0.576
S  -1.68  1.81  4.75  -0.059
H  2.98  -2.16  3.46  0.243
H  5.41  -1.65  5.90  0.458
H  5.28  0.22  7.52  0.379
H  3.34  1.77  7.47  0.406
H  1.58  1.45  5.75  0.466
H  -4.64  2.71  2.73  0.452
H  -3.09  3.60  2.82  0.286
H  -4.05  1.38  4.70  0.251
H  -3.68  3.06  5.17  0.448
F  0.17  -0.44  -1.36  -1.039
C  2.64  1.53  -2.27  -0.238
C  3.93  0.78  -2.48  0.700
C  4.70  0.99  -3.62  -0.736
C  5.89  0.29  -3.80  0.142
Cl  6.84  0.59  -5.23  -0.247
C  6.31  -0.64  -2.88  -0.911
C  5.54  -0.87  -1.74  -0.833
C  4.38  -0.14  -1.53  0.361
O  3.60  -0.24  -0.42  -0.197
C  4.01  -1.08  0.66  -1.030
C  3.71  -2.56  0.36  0.856
O  4.64  -3.35  0.21  -0.690
O  2.45  -2.84  0.23  -0.642
H  2.22  1.85  -3.23  0.498
H  2.81  2.42  -1.66  0.435
H  1.92  0.91  -1.75  -0.574
H  4.38  1.71  -4.36  0.444
H  7.22  -1.21  -3.04  0.447
H  5.85  -1.63  -1.04  0.434
H  3.39  -0.75  1.50  0.270
H  5.06  -0.95  0.92  0.578
F  -0.74  -0.19  -7.83  -0.353
C  -0.97  -0.08  -6.51  0.114
C  -2.22  0.34  -6.09  -0.747
C  -2.45  0.46  -4.73  -0.706
C  -1.44  0.17  -3.82  0.364
C  -0.19  -0.25  -4.27  -0.528
C  0.05  -0.38  -5.63  -0.888
Sb  -1.76  0.47  -1.75  2.150
C  -3.69  1.41  -1.66  0.360
C  -4.84  0.62  -1.68  0.337
C  -6.10  1.18  -1.51  -0.758
C  -6.18  2.55  -1.32  0.155
F  -7.39  3.09  -1.16  -0.346
C  -5.07  3.37  -1.29  -0.870
C  -3.82  2.78  -1.46  -0.553
C  -0.53  2.18  -1.43  0.630
C  0.29  2.33  -0.31  -0.781
C  1.14  3.41  -0.21  -0.648
C  1.18  4.32  -1.25  0.390
F  2.00  5.38  -1.16  -0.402
C  0.40  4.18  -2.39  -0.777
C  -0.46  3.10  -2.47  -0.736
H  -2.99  0.56  -6.82  0.463
H  -3.42  0.80  -4.38  0.435
H  0.59  -0.47  -3.55  0.652
H  1.01  -0.70  -6.00  0.572
H  -5.44  -1.21  -1.59  0.349
H  -7.00  0.58  -1.52  0.427
H  -5.19  4.43  -1.13  0.483
H  -2.93  3.41  -1.41  0.390
H  0.29  1.58  0.48  0.530
H  1.79  3.55  0.65  0.505
H  0.48  4.91  -3.19  0.497
H  -1.06  2.97  -3.36  0.469

The spin multiplicity is 1. For the molar mass, the calculation gives 1312.40 g mol⁻¹. For the HOMO energy, the calculation gives -7.56 eV. For the max |F|, the calculation gives 0.014 Eh/bohr. The HOMO-LUMO gap is 6.563 eV. The value obtained for the electronic energy is -130044.456 eV. For the LUMO energy, the calculation gives -0.998 eV. The energy relative to the best compared isomer or geometry (same formula, charge and spin) comes out at 19.3 kcal/mol.



3.
The following is a DFT calculation (ωB97M-V/def2-TZVPD) of C49H38AsIrN5O11S4 as an isolated structure.

Last column: Mulliken spin population.
Positions of all 109 atoms, in Å:
Ir  0.13  0.39  -0.39  0.473
O  -4.34  4.78  -1.10  0.000
C  -3.29  3.94  -1.05  -0.002
C  -2.96  3.09  -2.11  0.001
C  -1.86  2.26  -1.96  -0.001
N  -1.12  2.28  -0.88  0.079
C  -1.41  3.09  0.13  0.018
C  -2.49  3.94  0.09  0.003
C  -0.48  2.97  1.36  0.014
O  -0.35  3.93  2.09  0.025
O  0.04  1.83  1.50  0.179
C  -1.38  1.30  -3.07  0.024
O  -1.79  1.48  -4.20  0.004
O  -0.54  0.45  -2.67  0.045
H  -4.82  4.68  -1.94  0.000
H  -3.52  3.05  -3.03  0.001
H  -2.70  4.59  0.93  0.000
O  -1.23  -0.01  3.26  0.001
As  -0.77  -1.46  2.38  -0.001
O  -0.08  -2.43  3.49  -0.002
O  0.40  -1.08  1.27  0.069
C  -2.51  -2.25  1.93  -0.001
C  -3.17  -2.92  2.95  0.000
C  -4.45  -3.40  2.74  0.001
C  -5.06  -3.25  1.50  0.000
C  -4.40  -2.59  0.48  0.001
C  -3.13  -2.08  0.71  0.001
S  -2.31  -1.00  -0.42  0.028
O  -3.23  -0.66  -1.47  0.000
O  -1.08  -1.67  -0.86  0.016
O  -2.00  0.15  0.46  0.026
H  -0.93  0.72  2.70  -0.001
H  -2.66  -3.02  3.90  0.000
H  -4.98  -3.90  3.54  0.000
H  -6.06  -3.63  1.35  0.000
H  -4.85  -2.41  -0.48  0.000
N  1.85  -0.67  -1.09  -0.057
S  2.54  -1.91  -0.66  0.020
N  4.08  -1.49  -0.19  0.000
S  4.29  0.05  -0.01  0.010
N  4.18  0.97  -1.26  -0.002
S  2.80  1.76  -1.72  0.037
N  1.69  2.00  -0.78  0.008
C  3.59  3.35  -2.11  -0.005
C  4.55  3.44  -3.10  0.001
C  5.16  4.66  -3.33  0.000
C  4.81  5.77  -2.57  0.000
C  3.83  5.67  -1.59  0.000
C  3.22  4.45  -1.36  -0.001
C  2.41  1.15  -3.36  0.004
C  2.91  -0.04  -3.86  0.001
C  2.49  -0.46  -5.11  0.000
C  1.58  0.29  -5.83  0.000
C  1.09  1.48  -5.32  0.000
C  1.50  1.91  -4.08  -0.005
C  3.48  0.74  1.43  -0.013
C  2.84  -0.10  2.32  0.012
C  2.10  0.46  3.36  -0.010
C  2.02  1.83  3.48  0.007
C  2.71  2.66  2.60  -0.004
C  3.44  2.12  1.56  0.004
C  6.06  0.05  0.29  -0.001
C  6.55  -0.20  1.56  0.000
C  7.92  -0.29  1.75  0.000
C  8.79  -0.13  0.67  0.000
C  8.28  0.12  -0.59  0.000
C  6.91  0.21  -0.79  0.000
C  2.07  -3.15  0.56  0.000
C  0.84  -3.77  0.44  -0.004
C  0.50  -4.75  1.36  0.000
C  1.39  -5.12  2.36  0.000
C  2.64  -4.52  2.43  0.000
C  2.98  -3.52  1.53  0.001
C  2.77  -3.03  -2.05  -0.002
C  1.76  -3.05  -3.01  -0.001
C  1.83  -3.99  -4.02  0.000
C  2.89  -4.88  -4.07  0.000
C  3.89  -4.84  -3.12  0.000
C  3.83  -3.91  -2.09  0.000
H  4.81  2.56  -3.68  0.000
H  5.91  4.75  -4.10  0.000
H  5.30  6.72  -2.75  0.000
H  3.55  6.53  -1.01  0.000
H  2.45  4.32  -0.61  0.000
H  3.60  -0.62  -3.26  0.000
H  2.86  -1.40  -5.50  0.000
H  1.25  -0.06  -6.80  0.000
H  0.37  2.06  -5.88  0.000
H  1.12  2.82  -3.64  0.001
H  2.87  -1.17  2.20  0.003
H  1.55  -0.20  4.02  -0.001
H  1.39  2.27  4.24  -0.001
H  2.64  3.74  2.72  0.000
H  3.97  2.75  0.86  0.000
H  5.87  -0.31  2.39  0.000
H  8.31  -0.48  2.74  0.000
H  9.85  -0.21  0.82  0.000
H  8.95  0.26  -1.43  0.000
H  6.49  0.42  -1.75  0.000
H  0.16  -3.46  -0.34  0.001
H  -0.47  -5.23  1.30  0.000
H  1.11  -5.86  3.08  0.000
H  3.34  -4.81  3.20  0.000
H  3.95  -3.05  1.57  0.000
H  0.96  -2.33  -2.93  -0.003
H  1.05  -4.03  -4.77  0.000
H  2.93  -5.62  -4.86  0.000
H  4.72  -5.54  -3.16  0.000
H  4.59  -3.85  -1.32  0.000

The spin multiplicity is 2. For the molar mass, the calculation gives 1268.27 g mol⁻¹. For the HOMO energy (alpha / beta), the calculation gives -8.36 / -8.46 eV. For the max |F|, the calculation gives 0.080 Eh/bohr. The HOMO-LUMO gap (alpha / beta) is 6.704 / 7.258 eV. The value obtained for the electronic energy is -188410.815 eV. For the LUMO energy (alpha / beta), the calculation gives -1.654 / -1.206 eV. As for the expectation value of S²: 0.76. The energy relative to the best compared isomer or geometry (same formula, charge and spin) comes out at 232.9 kcal/mol.



4.
The following is a DFT calculation (ωB97M-V/def2-TZVPD) of C49H38BCdF17GeO2P4S5 as an isolated structure.

Last column: Mulliken charge in e.
Positions of all 118 atoms, in Å:
Cd  1.16  -1.51  -0.16  2.952
S  2.97  -1.83  -2.03  -0.408
S  3.35  -5.39  -3.61  -0.606
S  4.55  -4.80  -2.12  -0.191
S  3.49  -3.39  -0.84  0.199
C  -2.62  -1.83  1.88  -1.522
P  -0.84  -2.22  2.22  1.186
C  -0.88  -2.23  4.07  -1.585
C  -0.90  -4.05  1.94  -1.177
C  -1.39  -4.43  0.53  -1.430
P  -0.54  -3.53  -0.87  0.772
C  0.03  -4.90  -1.92  -1.482
C  -1.98  -3.02  -1.88  -1.287
H  -2.84  -0.81  2.20  0.407
H  -3.28  -2.53  2.40  0.458
H  -2.81  -1.87  0.81  0.090
H  -0.25  -3.04  4.44  0.405
H  -1.90  -2.37  4.44  0.581
H  -0.48  -1.29  4.45  0.190
H  -1.55  -4.50  2.70  0.695
H  0.12  -4.41  2.09  0.265
H  -2.46  -4.23  0.44  0.449
H  -1.23  -5.50  0.36  0.598
H  -0.83  -5.51  -2.22  0.477
H  0.78  -5.49  -1.41  0.454
H  0.52  -4.48  -2.80  0.282
H  -2.68  -3.85  -2.03  0.505
H  -1.58  -2.70  -2.84  0.229
H  -2.50  -2.17  -1.44  0.149
O  2.22  -4.09  -0.44  -0.552
P  3.14  -2.50  2.19  -0.229
C  2.48  -0.92  1.54  -0.979
P  -0.33  1.26  2.09  0.277
O  -0.59  0.84  0.55  -1.335
C  1.11  2.40  1.96  0.875
C  1.92  2.40  0.83  -0.305
C  3.02  3.26  0.76  -0.964
C  3.31  4.11  1.81  -0.553
C  2.52  4.09  2.95  -0.561
C  1.43  3.24  3.02  -1.098
C  -1.63  2.51  2.54  0.480
C  -1.81  3.73  1.88  -0.269
C  -2.83  4.59  2.26  -0.660
C  -3.68  4.25  3.32  -0.485
C  -3.49  3.06  4.00  -0.469
C  -2.47  2.20  3.60  -0.603
C  2.67  -2.50  4.01  0.324
C  2.37  -1.38  4.78  -0.396
C  2.02  -1.52  6.12  -0.460
C  1.96  -2.77  6.71  -0.406
C  2.26  -3.90  5.95  -0.531
C  2.61  -3.76  4.61  -0.281
C  4.95  -2.19  2.52  0.448
C  5.49  -0.94  2.79  -0.229
C  6.86  -0.78  2.97  -0.685
C  7.70  -1.89  2.92  -0.382
C  7.17  -3.15  2.68  -0.601
C  5.80  -3.29  2.47  -0.553
H  3.28  -0.27  1.21  0.778
H  1.90  -0.45  2.34  -0.469
H  1.70  1.74  0.01  0.575
H  3.64  3.25  -0.13  0.499
H  4.16  4.78  1.75  0.378
H  2.75  4.74  3.79  0.394
H  0.80  3.24  3.91  0.396
H  -1.15  4.01  1.08  0.333
H  -2.98  5.51  1.72  0.402
H  -4.48  4.92  3.60  0.356
H  -4.14  2.79  4.82  0.396
H  -2.33  1.26  4.13  0.257
H  2.41  -0.39  4.34  0.372
H  1.77  -0.63  6.71  0.398
H  1.68  -2.88  7.75  0.348
H  2.22  -4.88  6.40  0.357
H  2.82  -4.63  4.00  0.296
H  4.84  -0.07  2.84  0.349
H  7.27  0.21  3.15  0.393
H  8.77  -1.76  3.06  0.350
H  7.82  -4.01  2.65  0.374
H  5.38  -4.27  2.23  0.363
F  -4.40  3.69  -3.72  -0.331
C  -4.75  2.40  -3.64  0.273
C  -3.80  1.40  -3.68  0.648
C  -4.29  0.10  -3.76  -0.329
F  -3.45  -0.91  -3.95  -0.426
C  -5.64  -0.20  -3.69  -0.009
F  -6.07  -1.46  -3.75  -0.318
C  -6.55  0.83  -3.59  0.773
F  -7.85  0.57  -3.54  -0.317
C  -6.10  2.13  -3.59  0.158
F  -7.00  3.12  -3.57  -0.318
Ge  -1.81  1.54  -3.62  0.132
S  -0.67  0.38  -2.17  -0.626
C  -1.46  0.91  -5.48  0.395
C  -0.83  -0.28  -5.80  -0.433
F  -0.39  -1.10  -4.85  -0.060
C  -0.63  -0.67  -7.11  -0.131
F  -0.01  -1.81  -7.41  -0.294
C  -1.09  0.13  -8.14  0.711
F  -0.91  -0.23  -9.40  -0.322
C  -1.75  1.31  -7.85  0.050
F  -2.21  2.07  -8.85  -0.323
C  -1.93  1.67  -6.53  0.527
F  -2.59  2.82  -6.29  -0.347
C  -1.27  3.45  -3.59  -0.106
C  -1.78  4.36  -2.66  -0.303
F  -2.77  4.01  -1.85  -0.547
C  -1.29  5.64  -2.54  0.254
F  -1.81  6.49  -1.65  -0.346
C  -0.25  6.05  -3.34  0.592
F  0.23  7.29  -3.23  -0.331
C  0.31  5.18  -4.25  0.255
F  1.32  5.58  -5.02  -0.325
C  -0.20  3.90  -4.35  0.736
F  0.40  3.09  -5.23  -0.329
F  -0.68  2.78  -0.81  -0.067
B  -1.20  1.48  -0.59  1.182
F  -2.60  1.53  -0.51  -0.120

The spin multiplicity is 1. For the molar mass, the calculation gives 1461.87 g mol⁻¹. For the HOMO energy, the calculation gives -1.03 eV. For the max |F|, the calculation gives 0.024 Eh/bohr. The HOMO-LUMO gap is 4.351 eV. The value obtained for the electronic energy is -254817.123 eV. For the LUMO energy, the calculation gives 3.321 eV. The total charge is -2. The energy relative to the best compared isomer or geometry (same formula, charge and spin) comes out at 62.6 kcal/mol.